Entry 1:
Molecular formula: C2H6OS3
Method: DFT, ωB97M-V with the def2-TZVPD basis set

gap between HOMO and LUMO: 0.3081 Eh
net charge: 0

Geometry (Å):
S (1.7171, 1.7118, -0.9328)
S (0.7424, -2.6497, -0.9364)
H (1.0985, -0.1041, 0.5968)
H (1.3817, 1.9886, 0.2197)
H (-0.6448, 0.9131, -2.0686)
S (-0.6342, -0.4941, -2.3834)
C (1.4127, -0.1530, -0.4341)
H (-1.2473, -0.1265, 1.0158)
H (-1.5000, -1.4549, 1.5442)
C (0.5682, -1.0504, -1.2691)
O (-1.3120, -0.9721, 0.7625)
H (2.3701, -0.6081, -0.5493)

Entry 2:
Molecular formula: C2H6S5
Method: DFT, ωB97M-V with the def2-TZVPD basis set

gap between HOMO and LUMO: 0.3371 Eh
net charge: 0

Geometry (Å):
S (2.9804, 0.5275, 0.8703)
C (1.5490, 0.1466, -0.0653)
H (1.1197, -0.8286, 0.2488)
C (-1.2962, -0.1773, 0.2578)
H (2.6607, -0.6316, -1.9232)
S (1.6011, 0.0171, -1.9602)
H (-2.4998, -0.8178, -1.4786)
S (-2.3105, -0.7435, 1.6811)
H (-0.7574, -1.0808, -0.1217)
H (-3.3049, 0.1926, 1.9768)
S (0.0364, 1.1288, 0.4821)
S (-2.5497, 0.3823, -0.9964)
H (2.7714, 1.8846, 1.0285)

In order of appearance, highest occupied orbital energy = -0.3169, -0.3217 Ha.